No. 1
# C2H7N3O

A cluster of 2 separate species, C2H7N3O in total in a non-equilibrium geometry (ωB97M-V/def2-TZVPD, OMol25).

Summary:
Kohn-Sham gap   9.8 eV
SMILES   [H]/N=N/N=C/C.O
Charge   0
2S+1   1

Last column: Löwdin charge in e.
Element x y z (Å)
1 H -3.210 -1.212 -0.113  0.0534
2 N -2.198 -1.164 0.030  0.0306
3 N -1.785 -0.032 -0.327  -0.1098
4 N -0.668 0.444 -0.143  0.0116
5 C 0.409 0.799 -0.689  -0.1671
6 C 1.357 1.719 -0.005  -0.0697
7 H 0.686 0.424 -1.672  0.1223
8 H 1.001 1.959 0.992  0.0770
9 H 2.335 1.248 0.069  0.0760
10 H 1.472 2.641 -0.575  0.0746
11 O 0.496 -2.119 0.616  -0.0903
12 H 0.557 -2.716 1.364  0.0259
13 H -0.451 -1.992 0.453  -0.0345

No. 2
# C2H7N3O

A cluster of 2 separate species, C2H7N3O in total in a non-equilibrium geometry (ωB97M-V/def2-TZVPD, OMol25).

Summary:
Kohn-Sham gap   9.8 eV
SMILES   N#CNN.CO
Charge   0
2S+1   1

Last column: Löwdin charge in e.
Element x y z (Å)
1 N 0.960 -1.795 0.812  0.1695
2 C 0.927 -0.842 0.149  -0.3214
3 N 1.400 0.250 -0.601  -0.1218
4 N 1.706 1.461 0.096  0.0577
5 H 2.068 0.045 -1.337  0.1543
6 H 2.234 1.213 0.932  0.0916
7 H 0.808 1.822 0.415  0.0919
8 C -2.052 -0.497 0.162  -0.1988
9 O -0.952 -0.081 -0.599  -0.3109
10 H -2.038 -1.566 0.401  0.0716
11 H -2.140 0.044 1.113  0.0711
12 H -2.977 -0.280 -0.380  0.0683
13 H 0.057 0.226 -1.163  0.1768

No. 3
# C2H7N3O

A cluster of 2 separate species, C2H7N3O in total in a non-equilibrium geometry (ωB97M-V/def2-TZVPD, OMol25).

Summary:
Kohn-Sham gap (spin up / spin down)   8.6 / 8.7 eV
Charge   0
2S+1   1

Last column: Löwdin charge in e.
Element x y z (Å)
1 C -0.631 0.572 0.230  -0.2975
2 C -2.644 -1.004 0.073  0.1135
3 N 0.417 -0.123 0.362  0.0140
4 N 2.767 -0.255 -0.059  -0.0080
5 N 1.683 0.545 0.222  -0.1762
6 O -0.868 1.777 -0.137  0.0816
7 H -2.940 -1.498 0.961  -0.0088
8 H -3.272 -0.650 -0.750  0.0126
9 H -1.775 -1.393 -0.325  -0.0704
10 H 3.109 -0.506 0.822  0.0548
11 H 2.696 -0.899 -0.808  0.0660
12 H 1.540 1.119 -0.626  0.1064
13 H -0.081 2.315 0.034  0.1119

No. 4
# C2H7N3O

The molecule C2H7N3O in a non-equilibrium geometry (ωB97M-V/def2-TZVPD, OMol25).

Summary:
Kohn-Sham gap   10.3 eV
SMILES   [H]/N=C(/N)N(C)O
Charge   0
2S+1   1

Last column: Löwdin charge in e.
Element x y z (Å)
1 H 2.384 1.051 -0.044  0.0552
2 N 1.516 1.480 0.258  0.1515
3 C 0.507 0.771 0.138  -0.4889
4 N -0.963 1.392 0.488  0.0555
5 N 0.046 -0.270 -0.555  -0.0661
6 C -0.942 -1.240 -0.102  -0.0691
7 O 1.434 -1.070 -0.840  -0.0766
8 H -1.411 1.695 -0.368  0.0553
9 H -0.711 2.170 1.090  0.0488
10 H -1.932 -0.860 -0.344  0.0817
11 H -0.865 -1.443 0.970  0.0918
12 H -0.771 -2.153 -0.666  0.0871
13 H 1.707 -1.524 -0.024  0.0739

No. 5
# C2H7N3O

The molecule C2H7N3O in a non-equilibrium geometry (ωB97M-V/def2-TZVPD, OMol25).

Summary:
Kohn-Sham gap (spin up / spin down)   9.5 / 7.2 eV
Charge   0
2S+1   1

Last column: Löwdin charge in e.
Element x y z (Å)
1 C 0.266 -1.263 -0.710  0.0387
2 C -0.114 -0.125 0.228  -0.7506
3 N -0.777 -0.427 1.460  0.1130
4 N 1.264 0.302 0.339  0.0914
5 O -0.500 1.890 -0.871  -0.0572
6 N -0.857 0.508 -0.795  0.0604
7 H -0.924 2.227 -1.668  0.0902
8 H -1.135 -1.374 1.457  0.0784
9 H -1.561 0.209 1.576  0.0818
10 H 1.485 1.131 -0.195  0.0767
11 H 1.645 0.229 1.271  0.0869
12 H 0.400 -1.198 -1.782  0.0484
13 H 0.808 -2.112 -0.312  0.0420

No. 6
# C2H7N3O2

A cluster of 2 separate species, C2H7N3O2 in total in a non-equilibrium geometry (ωB97M-V/def2-TZVPD, OMol25).

Summary:
Kohn-Sham gap   9.9 eV
Charge   0
2S+1   1

Last column: Löwdin charge in e.
Element x y z (Å)
1 C 2.050 -0.187 0.032  -0.5355
2 C 0.699 0.480 0.307  -0.4023
3 N 0.656 1.866 -0.088  0.0356
4 N -0.452 -0.147 -0.209  -0.0810
5 N -0.573 -1.555 -0.098  0.0023
6 O 3.045 0.485 -0.042  0.0918
7 O 2.068 -1.506 -0.094  0.1030
8 H 0.798 0.663 1.736  0.2190
9 H 0.725 1.936 -1.098  0.0854
10 H 1.463 2.339 0.308  0.0777
11 H -1.289 0.386 0.006  0.1308
12 H -1.122 -1.855 0.707  0.1058
13 H -1.015 -1.903 -0.946  0.1053
14 H 1.141 -1.852 -0.098  0.0621

No. 7
# C2H7N3O2

A cluster of 2 separate species, C2H7N3O2 in total in a non-equilibrium geometry (ωB97M-V/def2-TZVPD, OMol25).

Summary:
Kohn-Sham gap (spin up / spin down)   8.2 / 6.0 eV
Charge   0
2S+1   1

Last column: Löwdin charge in e.
Element x y z (Å)
1 C 1.024 -0.427 0.241  -0.0576
2 C -1.276 0.384 0.331  -0.0123
3 N -0.252 -0.023 -1.750  0.1715
4 N -0.092 -0.063 -0.501  -0.3285
5 N 1.002 2.370 -1.648  -0.3089
6 O 0.775 2.379 -0.450  -0.0805
7 O 1.550 3.213 -2.289  -0.0153
8 H 0.680 -0.346 1.345  0.1306
9 H 1.367 -1.433 0.029  0.0989
10 H 1.773 0.266 0.013  0.0620
11 H -2.182 0.446 -0.121  0.0395
12 H -1.466 -0.403 1.142  0.1122
13 H -1.086 1.390 0.789  0.1017
14 H 0.539 -0.257 -2.371  0.0869

No. 8
# C2H7N3O2

A cluster of 2 separate species, C2H7N3O2 in total in a non-equilibrium geometry (ωB97M-V/def2-TZVPD, OMol25).

Summary:
Kohn-Sham gap   8.4 eV
Charge   0
2S+1   1

Last column: Löwdin charge in e.
Element x y z (Å)
1 C 0.578 -1.050 -1.473  -0.5589
2 C 0.679 -0.021 -0.374  -0.4031
3 N 1.864 0.669 -0.403  0.0927
4 N -0.416 0.706 0.045  -0.0681
5 N -1.647 0.025 0.165  0.0105
6 O 1.573 -1.411 -2.046  0.0920
7 O -0.630 -1.502 -1.771  0.1069
8 H 0.957 -1.372 0.916  0.1087
9 H 2.587 0.125 -0.859  0.1005
10 H 2.167 1.105 0.454  0.1012
11 H -0.193 1.348 0.808  0.1432
12 H -1.703 -0.512 1.032  0.0989
13 H -2.400 0.706 0.117  0.1077
14 H -1.302 -1.072 -1.195  0.0678

No. 9
# C2H7N3O3S

The molecule C2H7N3O3S in a non-equilibrium geometry (ωB97M-V/def2-TZVPD, OMol25).

Summary:
Kohn-Sham gap   10.8 eV
SMILES   CN(C(N)=O)S(N)(=O)=O
Charge   0
2S+1   1

Last column: Löwdin charge in e.
Element x y z (Å)
1 C 0.718 -0.278 -1.618  -0.0491
2 N 0.473 -0.083 -0.183  -0.2025
3 C 1.418 0.818 0.570  -0.5510
4 N 0.962 0.975 1.838  0.1460
5 O 2.327 1.376 0.042  0.1028
6 S -0.910 -0.841 0.318  0.6095
7 N -2.113 0.220 -0.166  -0.0717
8 O -1.061 -2.096 -0.330  -0.2671
9 O -0.883 -0.810 1.784  -0.3150
10 H 1.576 0.303 -1.875  0.0827
11 H 0.821 -1.343 -1.676  0.0804
12 H -0.202 0.113 -2.048  0.0750
13 H 0.386 0.163 2.172  0.0603
14 H 1.638 1.462 2.470  0.1386
15 H -3.052 -0.152 -0.067  0.0727
16 H -2.098 0.171 -1.232  0.0884

Listing energy above the lowest of the compared OMol25 structures with the same formula, charge and spin for the structures above in their given order: 3.753, 5.586, 7.480, 4.275, 6.620, 2.734, 7.492, 4.062, 0.000 eV.